No. 1
Density functional theory data (ωB97M-V/def2-TZVPD) for an isolated ion of composition C21H36NO and charge +1.

Positions of all 59 atoms, in Å:
C  -4.10892  -0.08608  1.69168
C  -3.81135  -0.96430  0.48147
N  -2.45895  -0.84371  -0.15898
C  -2.16347  -2.11791  -0.89260
C  -2.05622  -3.38325  -0.05089
C  -2.47843  0.22526  -1.21044
C  -2.94925  1.60988  -0.79837
C  -1.42264  -0.57186  0.88326
C  0.05809  -0.83971  0.57833
C  0.80100  0.04945  -0.43949
O  0.38698  -0.41761  -1.72799
C  0.48749  1.53021  -0.27488
C  0.40151  2.35519  -1.39095
C  0.15236  3.71022  -1.25816
C  -0.01167  4.26853  -0.00346
C  0.08160  3.46053  1.11684
C  0.33043  2.10535  0.98427
C  2.34452  -0.14855  -0.34321
C  2.99907  0.37841  0.93396
C  4.51987  0.27875  0.81501
C  4.95764  -1.15929  0.55789
C  4.27550  -1.70704  -0.69108
C  2.75897  -1.61038  -0.54611
H  -5.16465  -0.20581  1.92449
H  -3.92814  0.96758  1.51711
H  -3.54955  -0.39414  2.56995
H  -3.93394  -1.99882  0.80041
H  -4.54625  -0.76629  -0.30068
H  -1.22924  -1.95130  -1.43107
H  -2.95737  -2.26106  -1.62846
H  -3.01775  -3.72383  0.32436
H  -1.37440  -3.28203  0.78698
H  -1.67194  -4.17077  -0.69474
H  -3.12823  -0.12944  -2.01316
H  -1.46461  0.29265  -1.60382
H  -2.80315  2.26340  -1.65528
H  -4.00604  1.63386  -0.54987
H  -2.36874  2.02939  0.01800
H  -1.53854  0.46809  1.18397
H  -1.67244  -1.20560  1.73563
H  0.20374  -1.86769  0.25453
H  0.56287  -0.73049  1.53859
H  1.06791  -0.19785  -2.37323
H  0.52536  1.94509  -2.38255
H  0.09394  4.32969  -2.13972
H  -0.20181  5.32479  0.10266
H  -0.03217  3.88600  2.10236
H  0.41980  1.50528  1.87704
H  2.75756  0.43830  -1.17619
H  2.72406  1.42033  1.10164
H  2.67384  -0.20789  1.79620
H  4.97889  0.64872  1.73268
H  4.85894  0.91474  -0.00542
H  6.04056  -1.19979  0.43793
H  4.69374  -1.77978  1.41719
H  4.56194  -2.74804  -0.84733
H  4.59995  -1.13698  -1.56436
H  2.27458  -2.02908  -1.43135
H  2.45719  -2.20330  0.31942

Properties
SMILES	CC[N+](CC)(CC)CC[C@@](O)(c1ccccc1)C1CCCCC1
net charge	+1
orbital gap	10.05	eV
calculated total energy	-25893.65383	eV

Here are the Löwdin charges for atoms 1 to 6, given in e: C -0.05; C -0.15; N -0.22; C -0.16; C -0.04; C -0.15

***

No. 2
Density functional theory data (ωB97M-V/def2-TZVPD) for a 6-piece molecular cluster, C21H36NO15S overall.

Positions of all 74 atoms, in Å:
C  -3.11523  4.30033  1.07259
N  -2.41133  3.51802  2.13948
S  -2.05538  4.49040  3.59905
H  -4.07779  4.62014  1.46164
H  -3.23975  3.66695  0.20170
H  -2.50589  5.16583  0.83432
H  -2.96162  2.70231  2.40428
H  -1.52265  3.15662  1.75788
H  -3.15368  4.08453  4.25138
C  -3.18493  -0.91209  -2.43517
C  -3.20565  0.47900  -1.87454
C  -2.61986  1.52918  -2.80261
O  -2.03421  2.47763  -1.87377
C  -1.77129  1.82381  -0.74397
O  -1.11791  2.29925  0.15889
O  -2.32790  0.62400  -0.70854
H  -2.16312  -1.27817  -2.49951
H  -3.78604  -1.60530  -1.85012
H  -3.60471  -0.88190  -3.44207
H  -4.20087  0.76550  -1.52590
H  -3.35054  2.04463  -3.41737
H  -1.81531  1.12001  -3.41260
C  -2.77676  -6.72393  -0.27977
C  -3.02847  -6.17614  -1.65944
C  -2.12857  -5.03017  -2.08850
O  -2.97377  -4.29092  -2.97558
C  -4.26233  -4.53361  -2.62985
O  -5.19077  -3.91621  -3.04420
O  -4.32788  -5.54615  -1.74649
H  -3.10092  -6.03068  0.49084
H  -3.31649  -7.65648  -0.12659
H  -1.71169  -6.92586  -0.15165
H  -3.01720  -6.97208  -2.40843
H  -1.23484  -5.33673  -2.62454
H  -1.85545  -4.39827  -1.23815
C  3.66333  1.63765  -1.13988
C  2.84359  1.22979  -2.33374
C  1.83183  2.25304  -2.81699
O  0.78519  1.42831  -3.35257
C  0.85375  0.21872  -2.74629
O  0.00750  -0.61773  -2.84613
O  1.97464  0.10918  -2.02497
H  3.04971  1.62691  -0.23741
H  4.50639  0.96429  -0.99771
H  4.06566  2.63791  -1.29481
H  3.48584  0.90785  -3.15625
H  2.20354  2.90922  -3.59827
H  1.42694  2.84072  -1.98838
C  8.55823  5.49490  1.10995
C  7.64368  5.26722  -0.06654
C  6.23159  4.82374  0.28251
O  5.88509  3.98773  -0.82624
C  7.03705  3.50396  -1.36908
O  7.06871  2.63386  -2.17550
O  8.09910  4.14821  -0.85722
H  8.82483  4.53937  1.56131
H  9.47188  6.00373  0.81063
H  8.05400  6.10846  1.85817
H  7.61982  6.13515  -0.73002
H  5.51625  5.63813  0.35800
H  6.21850  4.22472  1.19715
C  -2.33059  -2.28256  4.56135
C  -2.41869  -3.77373  4.77861
C  -1.12740  -4.53720  4.53489
O  -1.59587  -5.79309  4.04463
C  -2.82631  -5.61324  3.50695
O  -3.40493  -6.42458  2.86405
O  -3.29185  -4.37730  3.80731
H  -2.24406  -2.07451  3.49425
H  -3.21213  -1.77498  4.94936
H  -1.44857  -1.89218  5.07225
H  -2.82493  -4.00801  5.76580
H  -0.52935  -4.69965  5.42717
H  -0.52114  -4.05751  3.76097

Properties
net charge	+1
orbital gap	8.48	eV
calculated total energy	-65393.66840	eV

Here are the Löwdin charges for atoms 1 to 6, given in e: C -0.05; N -0.34; S 0.88; H 0.10; H 0.08; H 0.10

***

Question: What is the orbital gap in the second record?
Answer: 8.48 eV